23
Properties=species:S:1:pos:R:3:forces:R:3 method="wB97M-V/def2-TZVPD" total_charge=+1 max_force_ev_per_a=2.4 homo_ev=-12.06 spin_multiplicity=1 de_lowest_kj_mol=135.97 lumo_ev=-3.013 homo_lumo_gap_ev=9.042
C 3.184987 0.258098 -0.109146 -0.7751 -0.7498 2.1809
C 1.867132 0.977414 0.200050 -0.4612 0.9497 -0.3161
C 0.587738 0.167178 0.174578 -0.7364 0.3397 0.5869
C 0.184755 -0.242295 -1.036514 0.7373 -0.3752 -0.4568
N -1.082521 -0.817635 -1.453867 -1.3368 0.3937 -0.8776
N -0.092419 0.114360 1.359349 0.2203 -0.0994 -0.5400
H 3.860169 0.313493 0.749418 0.0577 0.3668 -0.1684
H 3.697447 0.621705 -0.974081 0.0554 -0.2164 -0.6233
H 2.880216 -0.785524 -0.064144 0.6595 -0.3504 -0.9812
H 1.649474 1.658255 -0.616552 0.3787 0.6532 0.1385
H 1.868707 1.562974 1.135503 0.2293 -0.2367 -0.4047
H 0.800255 -0.089818 -1.904319 0.2861 0.0873 0.0661
H -0.990350 -1.378184 -2.299266 0.5042 -0.3088 0.0818
H -1.574753 -1.419756 -0.799569 0.0112 0.0971 0.4184
H -1.732851 -0.045377 -1.785251 0.1401 -0.4021 0.9750
H -0.941521 -0.412329 1.525238 0.2937 -0.0050 -0.0506
H 0.203831 0.760995 2.069027 -0.0303 -0.2181 0.1224
H -3.608672 1.377789 -1.092163 -0.0036 0.1398 -0.1086
H -2.653891 2.215026 -1.982008 -0.1020 0.1967 -0.0410
O -2.732941 1.392980 -1.493479 0.0629 -0.2791 0.0467
H -1.138738 -2.425300 3.091692 0.0624 -0.0805 0.2642
H -2.495215 -1.708418 2.881609 0.0694 -0.2479 0.2082
O -1.740841 -2.095621 2.423895 -0.3227 0.3456 -0.5208

=====

62
Properties=species:S:1:pos:R:3:forces:R:3 method="wB97M-V/def2-TZVPD" total_charge=+2 max_force_ev_per_a=1.5 homo_ev=-14.05 spin_multiplicity=1 de_lowest_kj_mol=53.17 lumo_ev=-7.533 homo_lumo_gap_ev=6.522
Ir -1.210303 0.483679 -0.832162 -0.8481 1.1707 0.5556
C 1.286376 4.073106 2.486761 -0.0176 -0.0046 -0.0339
C 1.046358 3.316677 3.791611 0.0201 -0.0014 0.0842
C 0.187143 4.195728 4.714554 -0.0141 -0.0162 -0.0272
C 2.404599 3.048068 4.459298 -0.0180 -0.0060 -0.0271
C 0.333101 1.988174 3.562897 0.0210 0.0398 0.0345
C 0.019052 1.171173 4.672202 0.0053 0.0031 0.0132
C -0.628346 -0.036199 4.552125 -0.0060 -0.0394 0.0221
C -0.984473 -0.460031 3.272792 -0.0268 -0.0531 0.0919
S -1.817112 -1.910735 2.784315 0.0499 0.0064 0.1519
C -1.713855 -1.426104 1.167053 -0.0284 -0.0962 0.0295
N -1.115471 -0.261958 0.985534 0.2839 -0.4600 0.1147
C -0.679994 0.327636 2.171557 0.0050 0.0800 -0.1757
C -0.021252 1.548995 2.302461 -0.0310 -0.0576 -0.1151
C -2.190464 -2.071387 -0.040933 0.0495 -0.0004 0.0048
C -2.821943 -3.300433 -0.142209 -0.0468 -0.0767 -0.0411
C -3.183558 -3.766446 -1.400020 0.0035 0.0128 0.0267
C -2.925458 -3.006246 -2.535170 -0.0256 -0.0454 0.0050
C -2.300120 -1.767092 -2.436988 -0.0639 0.0385 0.0060
C -1.937344 -1.297942 -1.185648 0.2337 -0.3413 -0.2630
H 1.788457 5.015093 2.704873 0.0044 -0.0019 -0.0091
H 0.347638 4.313644 1.979857 0.0167 0.0051 0.0104
H 1.928181 3.510776 1.802831 -0.0032 0.0140 0.0042
H 0.690310 5.148186 4.884163 -0.0060 -0.0045 0.0085
H 0.025447 3.729500 5.686373 0.0037 0.0115 -0.0010
H -0.788824 4.400545 4.269574 0.0172 -0.0065 0.0037
H 2.915987 3.993890 4.641398 0.0035 -0.0093 0.0050
H 3.043309 2.432753 3.821769 -0.0124 0.0049 0.0091
H 2.293624 2.541629 5.418118 0.0060 0.0095 -0.0014
H 0.295228 1.504394 5.663305 -0.0028 0.0009 -0.0081
H -0.854181 -0.635678 5.423853 0.0013 0.0183 -0.0034
H 0.201676 2.133782 1.418504 0.0042 0.0006 0.0261
H -3.031208 -3.890757 0.741875 -0.0144 0.0093 -0.0092
H -3.677264 -4.723767 -1.494138 0.0043 -0.0008 -0.0045
H -3.220302 -3.376721 -3.508372 -0.0026 -0.0043 0.0098
H -2.116628 -1.181188 -3.330368 0.0463 -0.0093 -0.0078
C -1.414894 3.761253 -1.800351 -0.0284 -0.0603 0.0468
O -2.127605 2.500994 -1.614935 0.3532 -0.1028 -0.4816
H -2.135812 4.566586 -1.909410 -0.0126 0.0074 0.0127
H -0.767088 3.705062 -2.672089 0.0010 -0.0035 -0.0071
H -0.827068 3.920390 -0.901072 0.0020 -0.0036 -0.0020
H -2.783808 2.415792 -2.318690 -0.0463 0.0523 0.0440
C 0.526253 -4.899997 -5.005920 0.0118 0.0237 0.0446
C 0.818835 -3.792438 -4.035624 -0.0489 -0.0393 -0.0336
C 0.988894 -2.475888 -4.476770 -0.0001 0.0467 -0.0178
C 1.250146 -1.452240 -3.586795 0.0379 -0.0517 -0.0699
C 1.340880 -1.755218 -2.231183 -0.0226 0.1291 -0.0005
C 1.164208 -3.051595 -1.759288 -0.0659 -0.0428 0.0174
C 0.910897 -4.062324 -2.670227 0.0115 0.0021 0.0644
S 1.662170 -0.515858 -1.041673 -0.0751 -0.1509 0.1402
C 3.156312 0.232008 -1.638557 0.0489 0.1132 -0.0010
O 0.638786 0.674994 -1.359449 0.2175 -0.1059 -0.2247
H 0.534798 -4.548455 -6.035145 -0.0009 0.0001 0.0094
H -0.452653 -5.335960 -4.797217 0.0046 0.0093 -0.0140
H 1.258275 -5.702236 -4.908523 0.0159 0.0151 0.0023
H 0.927886 -2.258858 -5.535903 -0.0168 -0.0006 0.0146
H 1.379614 -0.436613 -3.942982 -0.0172 -0.0386 -0.0070
H 1.226425 -3.266762 -0.698763 0.0149 0.0020 -0.0157
H 0.786553 -5.078481 -2.316876 -0.0079 0.0096 -0.0045
H 3.066704 0.441387 -2.701982 0.0216 0.0203 0.0207
H 3.950077 -0.491195 -1.448731 0.0004 0.0130 -0.0371
H 3.332852 1.140878 -1.065478 -0.0104 -0.0341 0.0103